Entry from the OMol25 dataset: a cluster of 14 separate species, C38H112N8O14 in total in a non-equilibrium geometry (ωB97M-V with the def2-TZVPD basis set).

Values from the calculation:
HOMO, eV: -8.85
Relative energy (zero: lowest compared OMol25 entry of this formula, charge and spin), kcal per mole: 77.0
Frontier orbital gap, eV: 9.073
Molecular weight, g mol⁻¹: 905.4
LUMO, hartree: 0.008

```
! wB97M-V def2-TZVPD RIJCOSX def2/J DEFGRID3
* xyz 0 1
C -3.339 -3.764 -1.620
C -2.566 -2.577 -2.190
C -1.094 -2.896 -2.461
O -0.559 -3.127 -1.175
C 0.822 -3.450 -1.137
N -3.231 -2.189 -3.428
H -4.278 -3.379 -1.221
H -2.774 -4.261 -0.832
H -3.549 -4.470 -2.424
H -2.632 -1.769 -1.449
H -0.598 -2.107 -3.032
H -1.104 -3.833 -3.032
H 1.453 -2.558 -1.215
H 1.046 -4.100 -1.987
H 1.024 -3.961 -0.197
H -2.885 -1.270 -3.727
H -4.213 -1.979 -3.275
C -6.418 3.091 -4.334
C -6.784 2.933 -2.866
C -5.797 3.661 -1.973
O -4.485 3.299 -2.300
C -3.453 3.780 -1.477
N -8.149 3.414 -2.662
H -6.372 4.143 -4.629
H -7.137 2.676 -5.043
H -5.446 2.628 -4.502
H -6.697 1.867 -2.605
H -5.979 3.483 -0.902
H -5.931 4.750 -2.062
H -3.330 3.171 -0.577
H -3.583 4.842 -1.240
H -2.530 3.772 -2.063
H -8.769 2.931 -3.306
H -8.519 3.068 -1.777
C -2.579 -5.490 2.631
C -1.624 -5.149 3.768
C -0.212 -5.621 3.487
O -0.211 -7.032 3.308
C 1.084 -7.535 3.160
N -1.678 -3.708 4.076
H -3.517 -4.938 2.701
H -2.793 -6.555 2.566
H -2.102 -5.173 1.697
H -1.994 -5.718 4.631
H 0.404 -5.384 4.366
H 0.240 -5.144 2.606
H 1.521 -7.378 2.165
H 1.038 -8.618 3.296
H 1.804 -7.162 3.899
H -0.782 -3.507 4.514
H -1.606 -3.259 3.140
C 2.322 4.638 -6.748
C 1.186 4.293 -5.782
C 1.647 3.931 -4.372
O 2.493 2.817 -4.374
C 2.895 2.387 -3.091
N 0.216 5.405 -5.709
H 2.733 5.627 -6.544
H 1.932 4.683 -7.771
H 3.093 3.868 -6.825
H 0.590 3.458 -6.157
H 0.718 3.758 -3.816
H 2.215 4.779 -3.960
H 2.010 2.142 -2.490
H 3.391 3.223 -2.585
H 3.525 1.514 -3.222
H 0.658 6.242 -5.335
H 0.036 5.631 -6.683
C 1.058 -1.908 2.575
C -0.210 -1.253 2.056
C 0.093 -0.262 0.927
O -1.088 0.373 0.474
C -0.869 1.011 -0.769
N -1.129 -2.293 1.519
H 0.854 -2.500 3.460
H 1.785 -1.123 2.808
H 1.540 -2.592 1.870
H -0.649 -0.680 2.875
H 0.711 -0.755 0.173
H 0.738 0.500 1.389
H -0.593 0.281 -1.538
H -0.031 1.712 -0.677
H -1.762 1.529 -1.113
H -1.820 -1.731 1.018
H -0.656 -2.754 0.732
C -0.976 1.161 -4.369
C -2.444 1.200 -4.798
C -2.799 0.372 -6.023
O -2.083 0.796 -7.141
C -2.340 0.021 -8.301
N -3.298 0.829 -3.655
H -0.831 1.855 -3.539
H -0.325 1.454 -5.193
H -0.699 0.173 -3.996
H -2.723 2.220 -5.102
H -3.891 0.440 -6.140
H -2.581 -0.680 -5.782
H -2.140 -1.042 -8.153
H -1.691 0.443 -9.066
H -3.374 0.221 -8.604
H -4.212 0.560 -4.022
H -3.529 1.681 -3.146
C 5.766 6.925 -1.719
C 5.302 5.720 -0.898
C 3.776 5.589 -0.915
O 3.385 4.593 0.008
C 2.014 4.403 0.213
N 6.024 4.551 -1.377
H 5.515 7.880 -1.249
H 5.462 6.928 -2.766
H 6.858 6.961 -1.687
H 5.556 5.875 0.154
H 3.428 5.294 -1.913
H 3.357 6.579 -0.701
H 1.525 3.892 -0.626
H 1.525 5.357 0.430
H 1.855 3.746 1.068
H 5.539 3.737 -0.994
H 5.893 4.402 -2.376
C 5.689 -3.145 6.769
C 5.443 -4.662 6.545
C 5.398 -4.947 5.045
O 4.428 -4.154 4.390
C 4.565 -4.171 2.977
N 6.496 -5.403 7.249
H 6.325 -2.761 5.968
H 6.070 -2.860 7.745
H 4.716 -2.677 6.599
H 4.523 -4.863 7.097
H 5.071 -5.995 4.964
H 6.388 -4.847 4.591
H 5.604 -3.991 2.701
H 3.914 -3.391 2.586
H 4.195 -5.114 2.564
H 7.419 -5.088 6.958
H 6.433 -6.360 6.892
C -4.509 0.016 0.035
O -3.719 0.695 0.978
H -3.940 -0.324 -0.839
H -4.896 -0.901 0.500
H -5.358 0.580 -0.356
H -2.770 0.541 0.827
C -4.305 -1.243 3.767
O -4.506 -2.583 4.186
H -3.763 -1.251 2.812
H -5.249 -0.766 3.509
H -3.729 -0.720 4.533
H -3.667 -3.064 4.136
C 1.946 2.844 3.748
O 1.223 3.422 4.820
H 2.534 3.641 3.284
H 2.656 2.105 4.130
H 1.272 2.387 3.024
H 1.511 4.308 5.037
C 1.885 -3.685 6.398
O 0.621 -3.123 6.120
H 2.147 -3.531 7.452
H 1.942 -4.771 6.264
H 2.681 -3.235 5.812
H -0.015 -3.378 6.793
C 3.691 0.506 0.380
O 4.870 0.357 -0.404
H 3.137 -0.433 0.400
H 3.918 0.823 1.401
H 3.081 1.295 -0.073
H 5.602 0.752 0.073
C -1.541 2.210 3.541
O -1.637 3.265 4.472
H -1.019 1.305 3.863
H -2.506 1.853 3.166
H -1.159 2.614 2.590
H -0.716 3.390 4.751
*
```

Entry from the OMol25 dataset: the molecule C2H4N2O2 in a non-equilibrium geometry (ωB97M-V with the def2-TZVPD basis set).

Values from the calculation:
HOMO, eV: -8.87
Relative energy (zero: lowest compared OMol25 entry of this formula, charge and spin), kcal per mole: 155.3
Frontier orbital gap, eV: 8.611
Molecular weight, g mol⁻¹: 88.1
LUMO, hartree: -0.009

```
! wB97M-V def2-TZVPD RIJCOSX def2/J DEFGRID3
* xyz 0 1
C 1.170 0.066 0.057
C 0.876 0.156 1.348
N 0.271 0.291 -0.972
N -1.949 -0.544 -1.193
O -1.074 0.414 -0.576
O -3.059 -0.445 -0.786
H 2.216 -0.089 -0.131
H -0.131 0.298 1.774
H 1.517 0.111 2.257
H 0.163 -0.258 -1.777
*
```

Entry from the OMol25 dataset: a cluster of 2 separate species, C7H12N2 in total in a non-equilibrium geometry (ωB97M-V with the def2-TZVPD basis set).

Values from the calculation:
HOMO, eV: -8.64
Relative energy (zero: lowest compared OMol25 entry of this formula, charge and spin), kcal per mole: 55.4
Frontier orbital gap, eV: 9.138
Molecular weight, g mol⁻¹: 124.2
LUMO, hartree: 0.018

```
! wB97M-V def2-TZVPD RIJCOSX def2/J DEFGRID3
* xyz 0 1
C 0.938 0.231 -0.480
C 1.842 0.093 -1.676
C 1.610 0.821 0.742
C -1.373 -2.209 0.775
C -1.683 0.235 1.145
C -0.991 -0.767 0.547
N -0.034 -0.625 -0.413
C -0.258 2.087 -1.456
N -1.415 2.013 -1.277
H 2.111 1.082 -2.023
H 1.333 -0.422 -2.486
H 2.755 -0.446 -1.418
H 1.842 1.872 0.571
H 2.553 0.307 0.926
H 0.997 0.746 1.635
H -2.100 1.483 -0.703
H -2.141 -2.302 1.543
H -0.494 -2.772 1.098
H -1.734 -2.655 -0.153
H -2.481 0.005 1.834
H -1.275 1.225 1.268
*
```

Entry from the OMol25 dataset: a cluster of 2 separate species, C2HI2N3O in total in a non-equilibrium geometry (ωB97M-V with the def2-TZVPD basis set).

Values from the calculation:
HOMO (spin up / spin down), eV: -18.27 / -18.15
Relative energy (zero: lowest compared OMol25 entry of this formula, charge and spin), kcal per mole: 75.3
Frontier orbital gap (spin up / spin down), eV: 7.265 / 6.080
Molecular weight, g mol⁻¹: 336.9
LUMO (spin up / spin down), hartree: -0.404 / -0.444

```
! wB97M-V def2-TZVPD RIJCOSX def2/J DEFGRID3
* xyz 2 1
C -0.444 0.443 -2.545
C 1.269 -2.084 0.798
N 0.529 -0.004 -2.036
N 1.332 -0.895 -1.709
N 2.245 -2.736 0.728
O 3.198 -3.166 0.303
I -2.003 1.368 -3.347
I -0.490 -1.801 1.773
H 2.282 -0.711 -1.997
*
```

Entry from the OMol25 dataset: the ion C5H12N5 with charge +1 in a non-equilibrium geometry (ωB97M-V with the def2-TZVPD basis set).

Values from the calculation:
HOMO, eV: -12.88
Relative energy (zero: lowest compared OMol25 entry of this formula, charge and spin), kcal per mole: 66.4
Frontier orbital gap, eV: 9.183
Molecular weight, g mol⁻¹: 142.2
LUMO, hartree: -0.136

```
! wB97M-V def2-TZVPD RIJCOSX def2/J DEFGRID3
* xyz 1 1
C -0.896 1.732 0.173
C 0.856 1.006 1.409
C -0.055 -0.537 -0.398
C 0.890 -0.806 -1.600
C -0.840 -1.719 0.187
N -0.049 1.891 1.161
N -0.907 0.669 -0.640
N 0.880 -0.145 0.726
N 1.763 1.290 2.395
N -1.738 0.354 -1.739
H -1.606 2.400 -0.101
H 1.659 0.118 -1.596
H 0.231 -0.787 -2.533
H 1.330 -1.661 -1.324
H -1.590 -1.444 0.785
H -0.254 -2.473 0.809
H -1.285 -2.252 -0.609
H 1.329 -0.861 1.284
H 1.918 2.230 2.673
H 2.696 0.881 2.507
H -2.652 0.753 -1.716
H -1.682 -0.638 -1.854
*
```

Entry from the OMol25 dataset: a cluster of 3 separate species, C4H14O2S in total in a non-equilibrium geometry (ωB97M-V with the def2-TZVPD basis set).

Values from the calculation:
HOMO, eV: -8.83
Relative energy (zero: lowest compared OMol25 entry of this formula, charge and spin), kcal per mole: 49.1
Frontier orbital gap, eV: 9.193
Molecular weight, g mol⁻¹: 126.2
LUMO, hartree: 0.013

```
! wB97M-V def2-TZVPD RIJCOSX def2/J DEFGRID3
* xyz 0 1
C 2.101 0.745 -0.783
C 1.582 0.610 0.658
C -0.047 0.452 0.581
C -0.739 -0.767 1.067
S -0.436 -1.210 2.836
H 2.811 0.039 -1.024
H 1.377 0.658 -1.598
H 2.655 1.673 -0.860
H 1.904 1.332 1.283
H 1.877 -0.381 1.211
H -0.482 0.605 -0.523
H -0.325 1.238 1.318
H -0.458 -1.551 0.333
H -1.839 -0.798 0.816
H -0.145 -0.023 3.386
H -1.451 -1.285 -3.428
H -0.527 -1.683 -2.266
O -1.374 -1.394 -2.483
H -0.068 1.754 -3.610
H -1.128 2.893 -3.876
O -0.452 2.476 -3.227
*
```

Entry from the OMol25 dataset: the molecule C7H6BBrO2 in a non-equilibrium geometry (ωB97M-V with the def2-TZVPD basis set).

Values from the calculation:
HOMO (spin up / spin down), eV: -9.19 / -9.18
Relative energy (zero: lowest compared OMol25 entry of this formula, charge and spin), kcal per mole: 0.0
Frontier orbital gap (spin up / spin down), eV: 7.572 / 7.570
Molecular weight, g mol⁻¹: 212.8
LUMO (spin up / spin down), hartree: -0.059 / -0.059

```
! wB97M-V def2-TZVPD RIJCOSX def2/J DEFGRID3
* xyz 0 1
B -0.938 -0.126 -2.191
C -0.061 -0.748 1.553
C 0.696 0.390 1.826
C -0.498 -1.066 0.270
C 0.907 1.350 0.831
C -0.279 -0.136 -0.732
C 0.463 1.042 -0.451
C 0.866 1.844 -1.543
O -0.803 0.923 -2.957
O -1.910 -1.146 -2.505
Br 0.679 3.660 -1.555
H -0.375 -1.524 2.273
H 1.164 0.728 2.762
H -1.088 -1.871 0.164
H 1.412 2.211 0.990
H 1.514 1.488 -2.444
H -2.596 -0.952 -3.102
*
```

Entry from the OMol25 dataset: a cluster of 5 separate species, C44H82BrN3O14P in total in a non-equilibrium geometry (ωB97M-V with the def2-TZVPD basis set).

Values from the calculation:
HOMO, eV: -11.17
Frontier orbital gap, eV: 8.613
Molecular weight, g mol⁻¹: 988.0
LUMO, hartree: -0.094

```
! wB97M-V def2-TZVPD RIJCOSX def2/J DEFGRID3
* xyz 1 1
C -1.900 -3.624 -1.754
C -0.545 -2.981 -1.103
C -0.174 -3.685 0.319
C -0.104 -2.609 1.541
C 1.313 -2.645 2.333
C 1.877 -1.153 2.663
C 1.453 -0.636 4.124
C 0.714 0.823 4.097
C 1.505 1.889 5.034
C 0.743 3.291 5.198
C 0.703 4.201 3.869
C 1.923 3.869 2.886
C 2.115 4.946 1.688
C 1.561 4.444 0.266
C 2.741 4.050 -0.791
Br 4.059 2.969 0.295
C 3.411 5.359 -1.433
C 4.195 5.012 -2.799
C 4.293 3.453 -3.156
O 4.808 3.253 -4.510
N 3.013 2.683 -3.019
P 3.350 0.932 -2.673
N 2.266 0.003 -3.382
C 2.062 3.211 -1.978
C 0.875 3.971 -2.754
C -0.402 3.033 -3.030
C -0.713 2.766 -4.570
O -1.878 2.347 -4.852
N 0.242 2.925 -5.680
C 0.935 1.662 -6.005
C 0.322 0.235 -5.840
C 1.208 -1.016 -6.184
C 2.676 -0.917 -6.690
C 3.253 0.508 -6.893
C 2.399 1.763 -6.557
H -1.774 -3.813 -2.880
H -2.768 -2.883 -1.589
H -2.137 -4.616 -1.235
H -0.731 -1.864 -0.945
H 0.281 -3.189 -1.883
H 0.796 -4.279 0.216
H -0.996 -4.443 0.601
H -0.339 -1.555 1.134
H -0.921 -2.860 2.307
H 2.035 -3.234 1.656
H 1.209 -3.286 3.290
H 1.571 -0.468 1.801
H 3.031 -1.243 2.670
H 0.692 -1.363 4.602
H 2.380 -0.548 4.802
H 0.640 1.150 3.006
H -0.349 0.689 4.531
H 1.513 1.402 6.087
H 2.617 1.984 4.747
H -0.327 3.040 5.551
H 1.262 3.878 6.050
H 0.812 5.302 4.203
H -0.327 4.088 3.382
H 1.734 2.860 2.366
H 2.891 3.769 3.498
H 1.460 5.853 1.991
H 3.190 5.369 1.652
H 0.888 5.274 -0.144
H 0.997 3.459 0.456
H 4.041 5.965 -0.683
H 2.536 6.058 -1.726
H 3.821 5.609 -3.714
H 5.286 5.369 -2.646
H 5.062 2.923 -2.471
H 5.510 3.939 -4.583
H 2.567 2.677 -3.972
H 4.684 0.699 -3.134
H 3.279 0.643 -1.258
H 2.762 -0.598 -4.058
H 1.574 2.283 -1.481
H 1.243 4.368 -3.779
H 0.491 4.909 -2.203
H -1.329 3.577 -2.605
H -0.340 2.043 -2.447
H -0.200 3.347 -6.513
H -0.743 0.101 -5.455
H 0.768 -2.060 -6.030
H 3.317 -1.840 -6.905
H 4.327 0.620 -7.284
H 2.872 2.787 -6.726
C 9.196 -1.741 -11.031
C 7.844 -1.055 -10.978
O 7.381 -0.922 -9.627
C 7.965 0.048 -8.907
O 8.825 0.801 -9.293
O 7.449 0.015 -7.663
C 8.068 0.930 -6.763
H 9.163 -2.697 -10.502
H 9.500 -1.916 -12.065
H 9.967 -1.137 -10.546
H 7.108 -1.671 -11.500
H 7.863 -0.082 -11.477
H 8.058 1.948 -7.159
H 9.090 0.610 -6.550
H 7.500 0.918 -5.830
C -8.647 -3.928 1.010
C -8.247 -4.392 -0.378
O -8.073 -3.281 -1.269
C -6.937 -2.583 -1.113
O -6.067 -2.811 -0.307
O -6.948 -1.564 -1.991
C -5.841 -0.679 -1.856
H -9.531 -3.287 0.961
H -8.861 -4.782 1.656
H -7.855 -3.338 1.477
H -9.049 -5.004 -0.797
H -7.346 -5.011 -0.355
H -4.891 -1.218 -1.901
H -5.922 -0.121 -0.920
H -5.874 0.030 -2.685
C -0.081 -0.826 7.797
C -1.382 -0.611 7.047
O -2.511 -0.955 7.857
C -2.844 -0.062 8.805
O -2.282 0.985 9.022
O -3.889 -0.550 9.491
C -4.275 0.257 10.602
H -0.024 -1.847 8.183
H 0.776 -0.644 7.144
H -0.003 -0.157 8.658
H -1.408 -1.272 6.177
H -1.472 0.414 6.677
H -4.461 1.290 10.299
H -3.507 0.216 11.377
H -5.200 -0.153 11.010
C -8.749 -5.964 5.443
C -8.997 -4.493 5.719
O -7.962 -3.940 6.541
C -6.796 -3.689 5.919
O -6.555 -3.884 4.749
O -5.929 -3.215 6.829
C -4.616 -3.011 6.313
H -8.617 -6.514 6.378
H -9.584 -6.399 4.889
H -7.838 -6.111 4.858
H -9.931 -4.385 6.275
H -9.103 -3.919 4.794
H -4.632 -2.376 5.424
H -4.150 -3.974 6.091
H -4.025 -2.511 7.081
*
```

Entry from the OMol25 dataset: a cluster of 2 separate species, C2H4N in total in a non-equilibrium geometry (ωB97M-V with the def2-TZVPD basis set).

Values from the calculation:
HOMO, eV: -18.19
Relative energy (zero: lowest compared OMol25 entry of this formula, charge and spin), kcal per mole: 50.3
Frontier orbital gap, eV: 11.344
Molecular weight, g mol⁻¹: 42.1
LUMO, hartree: -0.252

```
! wB97M-V def2-TZVPD RIJCOSX def2/J DEFGRID3
* xyz 1 1
C -1.552 -0.028 -0.085
C 0.934 -0.077 -0.049
N -0.381 -0.021 -0.102
H -2.896 0.522 0.376
H 1.170 -1.022 0.221
H 1.559 0.011 -1.016
H 1.167 0.614 0.655
*
```

Question: molecular weight of number 2 (C2H4N2O2)?
Answer: 88.1 g mol⁻¹

Question: The highest molecular weight belongs to which entry?
Answer: C44H82BrN3O14P

What did the sixth record say?
Entry from the OMol25 dataset: a cluster of 3 separate species, C4H14O2S in total in a non-equilibrium geometry (ωB97M-V with the def2-TZVPD basis set).

Values from the calculation:
HOMO, eV: -8.83
Relative energy (zero: lowest compared OMol25 entry of this formula, charge and spin), kcal per mole: 49.1
Frontier orbital gap, eV: 9.193
Molecular weight, g mol⁻¹: 126.2
LUMO, hartree: 0.013

```
! wB97M-V def2-TZVPD RIJCOSX def2/J DEFGRID3
* xyz 0 1
C 2.101 0.745 -0.783
C 1.582 0.610 0.658
C -0.047 0.452 0.581
C -0.739 -0.767 1.067
S -0.436 -1.210 2.836
H 2.811 0.039 -1.024
H 1.377 0.658 -1.598
H 2.655 1.673 -0.860
H 1.904 1.332 1.283
H 1.877 -0.381 1.211
H -0.482 0.605 -0.523
H -0.325 1.238 1.318
H -0.458 -1.551 0.333
H -1.839 -0.798 0.816
H -0.145 -0.023 3.386
H -1.451 -1.285 -3.428
H -0.527 -1.683 -2.266
O -1.374 -1.394 -2.483
H -0.068 1.754 -3.610
H -1.128 2.893 -3.876
O -0.452 2.476 -3.227
*
```